# 1
This record from OMol25 describes a molecular structure, C40H27AuF15GeN4S3 at a distorted geometry. The level of theory is ωB97M-V with the def2-TZVPD basis set.

Structure (XYZ):
```
91
Properties=species:S:1:pos:R:3:lowdin_charge:R:1
Au 0.20 1.46 0.48 0.716
C 3.00 -2.34 3.07 -0.040
N 2.18 -1.39 3.80 -0.135
C 2.24 -1.16 5.15 -0.033
C 1.36 -0.19 5.43 -0.032
N 0.74 0.19 4.24 0.040
C 1.27 -0.57 3.21 -0.639
S 1.02 -0.69 1.55 0.702
C -0.27 1.21 4.22 -0.230
C -0.77 1.69 5.43 0.003
C -1.73 2.67 5.40 -0.046
C -2.18 3.15 4.18 -0.038
C -1.63 2.61 3.04 -0.155
N -0.68 1.67 3.05 0.093
H 3.59 -2.89 3.80 0.094
H 3.64 -1.81 2.37 0.094
H 2.36 -3.02 2.51 0.081
H 2.91 -1.71 5.79 0.128
H 1.14 0.26 6.37 0.106
H -0.44 1.31 6.38 0.095
H -2.13 3.06 6.33 0.115
H -2.94 3.91 4.11 0.111
H -1.94 2.95 2.07 0.069
C 4.40 3.57 -4.44 -0.056
C 3.31 2.79 -3.75 -0.286
C 2.61 1.80 -4.42 -0.044
C 1.62 1.10 -3.74 -0.281
C 0.92 -0.04 -4.42 -0.044
C 1.32 1.42 -2.43 -0.037
C 1.98 2.44 -1.71 -0.272
C 3.00 3.10 -2.43 -0.011
N 1.62 2.67 -0.40 -0.101
C 2.10 3.71 0.54 -0.625
C 3.15 4.71 0.05 -0.070
C 0.91 4.56 0.99 -0.075
C 2.71 3.01 1.77 -0.066
H 4.67 3.11 -5.39 0.069
H 5.29 3.62 -3.82 0.076
H 4.08 4.59 -4.64 0.079
H 2.85 1.56 -5.45 0.107
H 0.90 0.10 -5.50 0.079
H -0.10 -0.15 -4.07 0.058
H 1.44 -0.98 -4.22 0.076
H 0.54 0.85 -1.94 0.065
H 3.61 3.85 -1.97 0.064
H 2.81 5.26 -0.82 0.086
H 4.10 4.23 -0.17 0.082
H 3.32 5.42 0.85 0.083
H 0.47 5.07 0.14 0.072
H 1.21 5.30 1.73 0.084
H 0.13 3.94 1.44 0.026
H 3.54 2.37 1.46 0.087
H 1.97 2.39 2.28 0.031
H 3.08 3.75 2.48 0.081
S -1.78 3.31 -1.14 0.699
C -1.70 1.95 -0.32 -1.426
F 0.94 -2.98 -0.35 0.027
C 0.56 -3.27 -1.61 -0.234
C -0.70 -2.90 -2.04 -0.147
C -1.02 -3.22 -3.35 -0.221
F -2.21 -2.89 -3.87 0.107
C -0.15 -3.90 -4.18 -0.139
F -0.49 -4.20 -5.43 0.129
C 1.10 -4.26 -3.71 -0.126
F 1.95 -4.92 -4.50 0.134
C 1.46 -3.95 -2.41 -0.134
F 2.67 -4.30 -1.94 0.123
Ge -1.85 -1.94 -0.74 1.090
S -2.46 0.71 0.38 0.668
C -3.62 -1.67 -1.57 -0.187
C -4.83 -2.21 -1.17 -0.205
F -4.90 -3.13 -0.19 0.098
C -6.04 -1.83 -1.73 -0.134
F -7.19 -2.38 -1.32 0.124
C -6.06 -0.86 -2.72 -0.122
F -7.22 -0.48 -3.27 0.135
C -4.87 -0.28 -3.14 -0.133
F -4.88 0.66 -4.08 0.132
C -3.69 -0.70 -2.55 -0.272
F -2.56 -0.10 -2.96 0.071
C -2.11 -3.31 0.67 -0.148
C -2.44 -4.61 0.32 -0.231
F -2.65 -4.93 -0.97 0.102
C -2.56 -5.63 1.24 -0.132
F -2.87 -6.87 0.86 0.126
C -2.36 -5.35 2.59 -0.125
F -2.47 -6.32 3.50 0.133
C -2.04 -4.06 2.98 -0.135
F -1.86 -3.79 4.28 0.116
C -1.93 -3.07 2.02 -0.230
F -1.68 -1.83 2.46 0.032
```

The multiplicity is 2. As for the expectation value of S²: 0.760. The value obtained for the molar mass is 1214.432 g mol⁻¹. The calculation puts the LUMO energy (alpha / beta) at -0.79 / -1.78 eV. The orbital gap (alpha / beta) comes out at 0.2063 / 0.1698 Ha.


# 2
This record from OMol25 describes a molecular structure, C40H27BrCl3F4N5NaO4PS. The level of theory is ωB97M-V with the def2-TZVPD basis set.

Structure (XYZ):
```
87
Properties=species:S:1:pos:R:3:lowdin_charge:R:1
Na -0.66 0.10 -1.34 0.172
N -3.57 2.52 -3.68 0.161
C -3.77 3.12 -2.46 -0.224
C -4.71 4.07 -2.02 -0.120
C -4.68 4.26 -0.61 -0.181
C -3.77 3.72 0.25 -0.122
C -2.57 2.93 -0.21 -0.247
C -2.83 2.51 -1.62 -0.189
N -2.15 1.56 -2.29 0.149
C -2.58 1.56 -3.53 -0.289
C -1.98 0.80 -4.58 -0.313
C -2.33 0.79 -5.91 -0.388
S -1.25 -0.21 -6.81 0.936
C -0.41 -0.55 -5.35 -0.540
N -0.88 0.00 -4.29 0.047
H -4.13 2.66 -4.50 0.138
H -5.47 4.49 -2.66 0.049
H -5.48 4.87 -0.17 0.080
H -3.87 3.90 1.31 0.077
H -2.41 2.04 0.41 0.115
H -3.14 1.32 -6.39 0.052
H 0.46 -1.19 -5.35 0.021
F 4.05 -6.59 -2.86 0.112
C 3.45 -5.61 -2.18 -0.148
C 3.76 -5.39 -0.86 -0.143
F 4.66 -6.18 -0.25 0.109
C 3.15 -4.36 -0.17 -0.203
F 3.48 -4.24 1.12 0.092
C 2.22 -3.51 -0.76 -0.277
P 1.38 -2.07 0.12 1.128
C 2.82 -1.10 0.72 -0.346
C 2.97 0.12 0.07 -0.117
C 4.00 0.99 0.42 -0.084
C 4.87 0.66 1.44 -0.105
C 4.72 -0.55 2.11 -0.095
C 3.70 -1.42 1.76 -0.105
C 0.71 -3.02 1.53 -0.354
C 0.97 -2.74 2.87 -0.099
C 0.31 -3.44 3.87 -0.087
C -0.62 -4.41 3.55 -0.098
C -0.92 -4.67 2.22 -0.084
C -0.26 -3.97 1.22 -0.096
C 1.92 -3.76 -2.10 -0.576
Br 0.67 -2.71 -3.04 0.924
C 2.53 -4.79 -2.80 -0.269
F 2.25 -5.02 -4.09 0.064
H 2.26 0.45 -0.67 0.062
H 4.07 1.95 -0.08 0.107
H 5.66 1.34 1.73 0.093
H 5.39 -0.81 2.93 0.095
H 3.59 -2.35 2.30 0.086
H 1.66 -1.95 3.14 0.091
H 0.52 -3.19 4.91 0.099
H -1.15 -4.94 4.34 0.092
H -1.68 -5.39 1.96 0.102
H -0.54 -4.14 0.18 0.106
N 0.03 0.06 1.60 0.104
C 0.29 0.35 2.93 -0.334
C 1.48 1.01 3.28 -0.044
C 1.80 1.22 4.61 -0.108
C 0.95 0.78 5.62 -0.138
C -0.23 0.14 5.28 -0.118
C -0.57 -0.07 3.95 -0.044
H -0.94 -0.23 1.44 0.058
H 0.27 0.84 0.93 0.031
H 2.14 1.35 2.49 0.101
H 2.72 1.73 4.85 0.091
H 1.21 0.95 6.66 0.078
H -0.91 -0.20 6.06 0.091
H -1.49 -0.57 3.69 0.116
Cl 1.25 2.79 -3.31 0.632
C 0.23 3.68 -2.21 -0.603
C -0.16 4.91 -2.54 -0.135
C -0.97 5.68 -1.61 -0.093
C -1.42 5.16 -0.47 -0.127
C -1.21 3.73 -0.10 -0.629
Cl -0.74 3.73 1.66 0.646
C -0.08 2.99 -0.90 -0.496
N 0.46 1.92 -0.56 0.025
H 0.13 5.35 -3.49 0.086
H -1.22 6.71 -1.87 0.090
H -2.03 5.75 0.20 0.097
O -2.97 -0.80 0.95 -0.357
Cl -3.09 -1.65 -0.20 0.657
O -4.13 -1.18 -1.06 -0.325
O -3.36 -3.00 0.21 -0.355
O -1.82 -1.62 -0.92 -0.455
```

The multiplicity is 1. Its charge is -2. The value obtained for the molar mass is 989.973 g mol⁻¹. The calculation puts the LUMO energy at 3.55 eV. The orbital gap comes out at 0.1358 Ha.


# 3
This record from OMol25 describes a molecular structure, C40H28AgBr2ClIN2OP. The level of theory is ωB97M-V with the def2-TZVPD basis set.

Structure (XYZ):
```
77
Properties=species:S:1:pos:R:3:lowdin_charge:R:1
Ag 0.01 1.09 0.74 0.498
Br -6.51 -1.47 3.15 0.694
C -4.73 -0.82 3.09 -0.719
C -3.70 -1.57 3.68 -0.141
C -2.41 -1.14 3.60 -0.019
C -2.03 0.06 2.90 -0.406
O -0.80 0.38 2.83 -0.169
C -3.10 0.80 2.31 -0.148
C -2.94 1.97 1.49 -0.118
N -1.84 2.53 1.14 0.038
C -1.91 3.67 0.34 -0.214
C -2.88 4.63 0.46 -0.020
C -2.90 5.77 -0.37 -0.072
C -1.93 5.97 -1.31 -0.045
C -0.88 5.03 -1.43 -0.155
C 0.17 5.20 -2.36 -0.010
C 1.19 4.30 -2.41 -0.044
C 1.15 3.20 -1.52 -0.138
N 0.18 3.00 -0.67 0.049
C -0.85 3.89 -0.61 -0.152
C -4.43 0.34 2.42 -0.114
H -3.94 -2.49 4.19 0.101
H -1.61 -1.71 4.05 0.111
H -3.89 2.37 1.11 0.120
H -3.64 4.52 1.23 0.110
H -3.69 6.49 -0.24 0.105
H -1.94 6.83 -1.95 0.109
H 0.16 6.06 -3.01 0.117
H 2.01 4.40 -3.09 0.103
H 1.96 2.48 -1.51 0.094
H -5.22 0.91 1.95 0.105
Cl -2.73 -0.14 -1.38 0.727
C -2.78 -1.57 -0.39 -0.654
C -4.01 -2.13 -0.09 -0.096
C -4.06 -3.29 0.66 -0.074
C -2.89 -3.89 1.09 -0.070
C -1.67 -3.31 0.78 -0.066
C -1.60 -2.13 0.05 -0.392
P -0.05 -1.23 -0.22 1.027
C 0.25 -1.37 -2.00 -0.397
C 1.30 -0.62 -2.52 -0.105
C 1.62 -0.69 -3.87 -0.078
C 0.86 -1.49 -4.71 -0.083
C -0.20 -2.22 -4.20 -0.073
C -0.50 -2.17 -2.85 -0.098
C 1.21 -2.27 0.55 -0.406
C 2.01 -3.17 -0.13 -0.091
C 3.00 -3.86 0.55 -0.089
C 3.19 -3.66 1.91 -0.073
C 2.38 -2.75 2.60 -0.067
C 1.40 -2.06 1.92 -0.141
H -4.90 -1.64 -0.44 0.109
H -5.02 -3.71 0.92 0.103
H -2.91 -4.79 1.68 0.108
H -0.75 -3.77 1.13 0.106
H 1.88 0.03 -1.86 0.084
H 2.44 -0.11 -4.26 0.103
H 1.09 -1.54 -5.76 0.102
H -0.79 -2.84 -4.85 0.104
H -1.33 -2.75 -2.45 0.104
H 1.88 -3.33 -1.19 0.112
H 3.63 -4.56 0.02 0.106
H 3.96 -4.19 2.44 0.104
H 2.53 -2.58 3.65 0.111
H 0.79 -1.32 2.43 0.070
Br 5.58 3.31 1.16 0.717
C 5.33 1.56 0.49 -0.748
C 6.32 1.03 -0.33 -0.137
C 6.18 -0.24 -0.85 -0.078
C 5.06 -1.00 -0.55 -0.069
C 4.08 -0.47 0.27 -0.150
C 4.21 0.81 0.80 -0.728
I 2.68 1.51 2.02 1.040
H 7.19 1.63 -0.56 0.098
H 6.95 -0.64 -1.49 0.106
H 4.94 -2.00 -0.94 0.103
H 3.21 -1.07 0.53 0.049
```

The multiplicity is 1. The value obtained for the molar mass is 1013.684 g mol⁻¹. The calculation puts the LUMO energy at -0.06 eV. The orbital gap comes out at 0.2475 Ha.